Formula: C14H14BiI2N4O4STe
Source: the OMol25 dataset
Level of theory: ωB97M-V/def2-TZVPD

Element x y z (Å)
H  -0.05  -4.69  -3.09
C  -0.03  -2.66  -2.40
H  -2.18  -5.20  -1.89
H  4.05  1.50  -2.88
C  -0.16  0.31  2.52
H  -3.25  -3.40  -0.55
S  2.58  3.40  -0.09
C  -0.56  -3.94  -2.51
C  3.29  1.01  -3.50
C  1.83  1.47  3.19
C  -1.74  -4.22  -1.84
H  -1.68  -1.15  2.20
H  1.69  2.75  4.90
Bi  1.08  0.83  -1.28
H  -0.16  -1.43  1.32
I  3.87  1.86  2.92
O  -3.18  3.29  -1.58
H  0.88  -2.39  -2.91
O  1.85  0.07  1.27
O  1.99  1.42  -3.16
C  -1.74  -1.96  -1.04
H  3.43  -0.08  -3.39
N  -2.27  2.57  -1.31
C  1.22  0.59  2.24
H  -1.88  0.66  3.74
N  -0.61  -1.69  -1.69
I  -1.22  2.65  6.03
H  3.49  1.25  -4.55
C  -0.87  -0.66  1.64
C  -0.18  1.79  4.42
H  -1.82  0.89  0.66
C  -2.33  -3.22  -1.09
O  3.75  2.78  -0.69
C  -0.83  0.90  3.58
H  -3.11  -1.28  0.44
N  1.25  2.76  -0.24
C  1.16  2.07  4.24
Te  -0.87  2.20  -2.84
N  -1.41  -0.01  0.44
C  -2.38  -0.84  -0.26
H  -2.92  -0.20  -0.96

Values from the calculation:
**Energy relative to the best compared isomer or geometry (same formula, charge and spin)**: 4.0 kcal per mole
**Highest occupied orbital energy**: -4.41 eV
**Total energy**: -69064.194 eV
**Charge**: -1
**LUMO level**: 2.4 eV